Below is a 2-piece molecular cluster, C11H7N3O overall in a non-equilibrium geometry, with properties calculated with ωB97M-V/def2-TZVPD.

Geometry as ORCA input:
```
! wB97M-V def2-TZVPD RIJCOSX def2/J DEFGRID3
* xyz 0 1
C 2.3626 0.7765 0.3281
C 6.6249 0.0283 -0.4367
C 2.4892 -0.5211 0.8075
C 3.6690 -1.0764 0.9177
C 4.7851 -0.7223 0.2775
C 4.6144 0.6721 -0.2747
C -1.9383 -0.8657 -0.4906
C -0.6169 -1.1175 -0.2666
C -1.6315 1.1152 0.8451
C -2.7078 0.2751 0.1407
C -0.2205 -0.6959 1.0346
N 3.4968 1.3346 -0.1274
N 5.8318 1.0345 -0.6937
N -0.5520 0.5289 1.1641
O 6.0817 -1.0222 0.1523
H 1.4919 1.2496 0.3426
H 7.6690 -0.0066 -0.6022
H -2.5466 -1.4339 -1.3371
H 0.0622 -1.8333 -0.7678
H -1.7344 2.2594 0.8517
H -2.9850 0.8684 -0.6326
H -3.7076 -0.0571 0.7217
*
```

Output
Orbital gap, eV: 7.028
E_tot, eV: -18028.7919
Molecular weight, g/mol: 197.197
Energy above the lowest of the compared OMol25 structures with the same formula, charge and spin, kcal/mol: 118.9

---

Below is an isolated molecule of C23H34O5, with properties calculated with ωB97M-V/def2-TZVPD.

Geometry as ORCA input:
```
! wB97M-V def2-TZVPD RIJCOSX def2/J DEFGRID3
* xyz 0 1
C 0.9544 1.6692 2.6934
C 0.2500 2.7378 1.8680
C 1.0456 3.1347 0.6126
C 0.4692 4.4062 -0.0098
C 1.0041 2.0129 -0.4044
O 0.0724 1.8016 -1.1526
O 2.1161 1.3000 -0.3885
C 2.2862 0.2285 -1.3341
C 3.6765 0.3903 -1.9580
C 4.7595 -0.4403 -1.2441
C 4.4106 -0.6983 0.1847
C 3.1696 -1.0702 0.5111
C 2.7611 -1.3958 1.8577
C 1.6163 -2.0276 2.1063
C 0.7053 -2.4635 0.9973
C 1.1341 -3.8632 0.5393
C 0.7183 -1.4123 -0.1289
C -0.1577 -1.8061 -1.3275
C -1.6143 -2.1438 -1.0060
C -2.4300 -0.9821 -0.4376
C -2.7326 0.1127 -1.4525
C -3.4110 1.2758 -0.7258
O -2.4723 2.0440 -0.0079
C -4.4424 0.7487 0.2898
C -4.6998 -0.7435 0.2613
O -5.7752 -1.2188 0.5122
O -3.6678 -1.5508 -0.0023
C 2.1529 -1.1241 -0.6042
H 1.1217 0.7645 2.1147
H 0.3553 1.4116 3.5635
H 1.9220 2.0281 3.0382
H -0.7432 2.3968 1.5712
H 0.1211 3.6335 2.4789
H 2.0928 3.2880 0.8897
H -0.5832 4.2649 -0.2418
H 0.9964 4.6617 -0.9265
H 0.5632 5.2351 0.6868
H 1.5116 0.3426 -2.0997
H 3.6337 0.1090 -3.0107
H 3.9369 1.4484 -1.9049
H 4.8514 -1.4058 -1.7547
H 5.7235 0.0615 -1.3246
H 5.1874 -0.6196 0.9294
H 3.4402 -1.1273 2.6543
H 1.3337 -2.2922 3.1144
H -0.3134 -2.5315 1.3905
H 2.1359 -3.8369 0.1185
H 1.1448 -4.5365 1.3939
H 0.4469 -4.2657 -0.1994
H 0.3188 -0.4887 0.3037
H -0.1457 -0.9878 -2.0485
H 0.2872 -2.6731 -1.8201
H -2.1050 -2.4788 -1.9227
H -1.6709 -2.9664 -0.2932
H -1.9206 -0.5420 0.4307
H -1.8143 0.4668 -1.9190
H -3.3937 -0.2900 -2.2229
H -3.9145 1.9191 -1.4659
H -1.6584 2.1208 -0.5377
H -5.4023 1.2542 0.1931
H -4.0525 0.9763 1.2872
H 2.4487 -1.8954 -1.3259
*
```

Output
Orbital gap, eV: 9.117
E_tot, eV: -34641.4379
Molecular weight, g/mol: 390.520
SMILES: CC[C@H](C)C(=O)O[C@H]1CCC=C2C=C[C@H](C)[C@H](CC[C@H]3C[C@H](O)CC(=O)O3)[C@H]21
Energy above the lowest of the compared OMol25 structures with the same formula, charge and spin, kcal/mol: 0.0

---

Below is C14H14BN3O9P2PtS2 as an isolated structure in a non-equilibrium geometry, with properties calculated with ωB97M-V/def2-TZVPD.

Geometry as ORCA input:
```
! wB97M-V def2-TZVPD RIJCOSX def2/J DEFGRID3
* xyz 0 1
Pt -0.0100 0.3443 0.4255
C -2.3555 -4.0698 -1.3923
S -3.2052 -3.4458 0.0933
C -2.0576 -2.1739 0.4845
S -2.0601 -0.7270 -0.5000
N -1.2850 -2.3525 1.4981
N -0.4401 -1.4271 1.8379
C 0.2799 -1.4988 2.9552
C 1.1403 -0.4351 3.2368
C 1.9027 -0.3462 4.4259
C 2.6934 0.7474 4.6469
C 2.7147 1.7711 3.6891
C 1.9600 1.6261 2.5419
N 1.1926 0.5724 2.3122
H -2.9988 -4.8138 -1.8498
H -1.4123 -4.5089 -1.0797
H -2.1785 -3.2394 -2.0684
H 0.1577 -2.3381 3.6258
H 1.8326 -1.1504 5.1388
H 3.2928 0.8306 5.5413
H 3.3083 2.6575 3.8302
H 1.9879 2.3945 1.7838
O 3.7955 0.7277 -1.0609
P 2.2734 0.7848 -1.5308
O 2.1401 1.2888 -2.9157
O 1.5579 -0.4343 -1.0557
O 1.7651 2.0479 -0.5241
P 0.4531 2.7180 -1.1137
O 0.8567 3.4771 -2.4002
O 0.1522 3.8485 -0.0611
O -0.6505 1.7457 -1.2558
H 4.3685 0.7251 -1.8246
H 1.3588 2.8112 -2.9352
O -2.0857 3.8719 0.8771
B -0.7226 3.7467 0.9734
O -0.3250 3.5222 2.2766
C -1.4775 3.5266 3.0163
C -1.6480 3.3735 4.3761
C -2.9498 3.4369 4.8524
C -4.0257 3.6322 3.9987
C -3.8561 3.7812 2.6288
C -2.5612 3.7321 2.1547
H -0.8158 3.2234 5.0420
H -3.1271 3.3297 5.9107
H -5.0239 3.6775 4.4039
H -4.6914 3.9330 1.9655
*
```

Output
Orbital gap (alpha / beta), eV: 6.253 / 6.274
E_tot, eV: -81822.4176
Molecular weight, g/mol: 700.250

---

Below is a 3-piece molecular cluster, C3H14N2O2 overall in a non-equilibrium geometry, with properties calculated with ωB97M-V/def2-TZVPD.

Geometry as ORCA input:
```
! wB97M-V def2-TZVPD RIJCOSX def2/J DEFGRID3
* xyz 0 1
N 1.7525 1.1495 -0.1462
C 1.4509 -0.1982 0.3697
C 0.9152 -1.0936 -0.7367
C -0.2123 -2.0280 -0.2690
N -0.9032 -2.7479 -1.3211
H 2.5251 1.0944 -0.8006
H 2.0978 1.7118 0.6290
H 0.6700 -0.0801 1.1266
H 2.2982 -0.6305 0.8890
H 0.5382 -0.4133 -1.5160
H 1.6562 -1.7197 -1.2500
H -0.9789 -1.3888 0.1948
H 0.1525 -2.6845 0.5063
H -1.2917 -2.1058 -1.9968
H -0.3006 -3.3967 -1.8095
O -0.8553 2.1629 -0.3491
H -0.0216 1.7035 -0.5878
H -0.9508 2.9366 -0.9106
O -1.8204 1.8072 2.3338
H -2.6140 2.3381 2.4521
H -1.7168 1.7566 1.3593
*
```

Output
Orbital gap, eV: 10.037
E_tot, eV: -10413.3659
Molecular weight, g/mol: 110.157
SMILES: NCCCN.O.O
Energy above the lowest of the compared OMol25 structures with the same formula, charge and spin, kcal/mol: 9.8

---

Below is H3N3O4 as an isolated structure in a non-equilibrium geometry, with properties calculated with ωB97M-V/def2-TZVPD.

Geometry as ORCA input:
```
! wB97M-V def2-TZVPD RIJCOSX def2/J DEFGRID3
* xyz 0 1
N 1.0274 1.2032 0.0682
N 0.1128 0.3118 0.4425
N -1.1348 0.4805 -0.0590
O -1.3779 1.5961 -0.4091
O -1.8581 -0.4939 0.0160
O 0.3979 -2.3068 0.4898
O 0.5148 -1.2255 -0.3272
H 0.8541 1.5415 -0.8548
H 2.0066 1.2656 0.2914
H -0.5427 -2.3724 0.3422
*
```

Output
Orbital gap (alpha / beta), eV: 8.880 / 8.879
E_tot, eV: -12699.3989
Molecular weight, g/mol: 109.041
Energy above the lowest of the compared OMol25 structures with the same formula, charge and spin, kcal/mol: 20.0

---

Below is a 8-piece molecular cluster, C22H42BBr14NO3 overall in a non-equilibrium geometry, with properties calculated with ωB97M-V/def2-TZVPD.

Geometry as ORCA input:
```
! wB97M-V def2-TZVPD RIJCOSX def2/J DEFGRID3
* xyz 0 1
C 1.7893 0.3707 -0.1008
C 1.4010 1.1447 -1.3424
B -0.1007 1.5502 -1.4190
O -0.5847 1.9827 -2.6432
C -1.1364 1.5162 -0.2488
C -1.1969 2.8325 0.5909
C -2.5728 3.2850 0.1772
O -2.9036 4.3298 -0.2535
N -3.3973 2.1142 0.2635
C -2.6121 1.2042 -0.6213
C -3.0893 -0.1906 -0.3646
C -3.0327 -1.0527 -1.5776
O -3.6401 -2.0719 -1.6540
H 2.6961 -0.1745 -0.2451
H 1.9310 1.0508 0.7022
H 1.0382 -0.3394 0.1726
H 1.6971 0.6026 -2.2174
H 1.9903 2.0480 -1.3621
H -0.0683 2.7666 -2.8549
H -0.8686 0.7766 0.5087
H -1.1793 2.5184 1.6025
H -0.4582 3.5624 0.3325
H -3.3150 1.7860 1.2185
H -2.8880 1.5604 -1.5912
H -2.4955 -0.6627 0.3876
H -4.1150 -0.1519 -0.0766
H -2.4228 -0.7178 -2.4238
Br 1.9105 3.0025 4.2902
C 2.7256 1.9501 5.7076
C 3.7017 0.9448 5.1610
Br 2.7834 -0.5604 4.3423
H 1.9138 1.4855 6.2554
H 3.2334 2.6673 6.3475
H 4.3016 0.5243 5.9643
H 4.3550 1.3624 4.4019
Br -1.1423 -0.2785 2.9590
C -1.5906 -2.1628 2.7373
C -0.7419 -3.1209 3.5440
Br 1.0527 -3.3669 2.8445
H -1.5234 -2.3428 1.6695
H -2.6257 -2.2501 3.0580
H -1.2065 -4.1031 3.5123
H -0.6067 -2.8141 4.5749
Br -0.0034 6.1462 -7.5227
C 0.0251 4.2688 -7.0095
C 0.1291 4.0989 -5.5203
Br 1.9338 4.4437 -4.8778
H 0.8523 3.8109 -7.5397
H -0.9119 3.8551 -7.3716
H -0.0807 3.0710 -5.2401
H -0.5306 4.7639 -4.9735
Br -5.6160 5.4715 4.2924
C -5.8048 4.4843 2.6263
C -6.1680 3.0454 2.8700
Br -4.6383 2.0100 3.4795
H -4.8701 4.5930 2.0876
H -6.5981 4.9862 2.0791
H -6.4819 2.5747 1.9416
H -6.9418 2.9262 3.6195
Br -3.0955 2.5930 -9.0962
C -3.0905 0.7156 -8.5853
C -2.9869 0.5466 -7.0947
Br -1.1798 0.8827 -6.4587
H -2.2681 0.2491 -9.1150
H -4.0326 0.3130 -8.9483
H -3.2067 -0.4795 -6.8113
H -3.6396 1.2187 -6.5496
Br 4.6531 -4.2164 1.4052
C 6.1167 -3.7781 2.6123
C 5.8695 -2.4913 3.3504
Br 6.1565 -0.9355 2.2206
H 7.0192 -3.7532 2.0125
H 6.1696 -4.6078 3.3134
H 6.5761 -2.3867 4.1702
H 4.8573 -2.4150 3.7316
Br 4.7137 -10.2917 3.1037
C 4.5609 -9.2371 1.4755
C 4.2899 -7.7871 1.7704
Br 2.4441 -7.4929 2.3052
H 3.7792 -9.6933 0.8795
H 5.5165 -9.3480 0.9693
H 4.4320 -7.1853 0.8789
H 4.9124 -7.4005 2.5686
*
```

Output
Orbital gap, eV: 9.869
E_tot, eV: -1012400.4205
Molecular weight, g/mol: 1498.050
SMILES: CCB(O)[C@H]1CC(=O)N[C@@H]1CC=O.BrCCBr.BrCCBr.BrCCBr.BrCCBr.BrCCBr.BrCCBr.BrCCBr
Energy above the lowest of the compared OMol25 structures with the same formula, charge and spin, kcal/mol: 12.3